(1)
The following is a quantum chemistry calculation of 2 unconnected molecules or ions with the total composition H4O2 in a non-equilibrium geometry, from the Open Molecules 2025 dataset.

The geometry in ORCA input format:
```
! wB97M-V def2-TZVPD RIJCOSX def2/J DEFGRID3
* xyz 0 1
H -8.315 2.114 1.365
H -8.719 3.421 1.276
O -7.887 2.947 1.106
H 8.077 -2.133 -1.580
H 8.707 -3.262 -0.695
O 8.137 -3.086 -1.472
*
```

## Properties
LUMO energy: 1.01 eV
HOMO energy: -11.580 eV
F_max: 0.036 hartree/bohr
Orbital gap: 12.586 eV
Energy relative to the best compared isomer or geometry (same formula, charge and spin): 8.9 kcal/mol
SMILES string: O.O

=====

(2)
The following is a quantum chemistry calculation of 2 unconnected molecules or ions with the total composition C4H8FN2 in a non-equilibrium geometry, from the Open Molecules 2025 dataset.

The geometry in ORCA input format:
```
! wB97M-V def2-TZVPD RIJCOSX def2/J DEFGRID3
* xyz 1 1
C -0.878 -2.065 0.414
C -0.067 0.320 0.242
C 2.253 -0.053 -0.413
C -1.881 1.429 0.082
N -0.425 -0.878 0.607
N 1.054 0.832 -0.096
F -2.595 0.384 -0.018
H -1.139 -2.742 1.292
H -1.206 -2.490 -0.596
H 2.838 0.559 -1.055
H 1.728 -0.879 -0.997
H 2.794 -0.358 0.461
H -2.008 2.240 0.909
H -1.633 1.907 -0.866
H 1.165 1.795 0.034
*
```

## Properties
LUMO energy: -4.60 eV
HOMO energy: -14.517 eV
F_max: 0.099 hartree/bohr
Orbital gap: 9.913 eV
Energy relative to the best compared isomer or geometry (same formula, charge and spin): 88.5 kcal/mol

=====

(3)
The following is a quantum chemistry calculation of 2 unconnected molecules or ions with the total composition H3O3PS in a non-equilibrium geometry, from the Open Molecules 2025 dataset.

The geometry in ORCA input format:
```
! wB97M-V def2-TZVPD RIJCOSX def2/J DEFGRID3
* xyz 0 1
O -0.919 0.296 0.883
O 0.490 -0.794 -0.975
O 1.526 0.915 0.552
P 0.136 0.639 -0.342
S -4.068 -0.032 0.283
H -1.787 0.420 0.617
H -0.135 -1.400 -1.347
H 1.478 0.161 1.099
*
```

## Properties
LUMO energy (alpha / beta): -3.53 / -3.55 eV
HOMO energy (alpha / beta): -9.169 / -9.169 eV
F_max: 0.076 hartree/bohr
Orbital gap (alpha / beta): 5.644 / 5.615 eV
Energy relative to the best compared isomer or geometry (same formula, charge and spin): 104.4 kcal/mol

=====

(4)
The following is a quantum chemistry calculation of a single C20H20N6O4S2 molecule in a non-equilibrium geometry, from the Open Molecules 2025 dataset.

The geometry in ORCA input format:
```
! wB97M-V def2-TZVPD RIJCOSX def2/J DEFGRID3
* xyz 0 1
C -2.477 2.403 0.430
C -1.174 2.257 1.157
C -0.122 1.584 0.551
C 1.107 1.424 1.191
C 1.270 1.968 2.465
C 0.227 2.646 3.064
C -0.992 2.792 2.423
H -1.801 3.321 2.906
H 0.369 3.065 4.050
H 2.209 1.858 2.977
N 2.143 0.719 0.560
C 3.409 0.521 1.027
O 3.892 0.970 2.039
C 4.152 -0.369 0.045
H 5.021 0.170 -0.339
H 4.516 -1.251 0.571
C 3.169 -0.703 -1.074
C 3.705 -0.276 -2.426
O 4.799 0.181 -2.627
N 2.838 -0.417 -3.504
C 1.558 -0.877 -3.505
N 1.089 -1.807 -2.755
N -0.218 -1.992 -2.863
C -0.797 -1.205 -3.711
S -2.495 -1.138 -4.009
C -3.116 -2.320 -2.761
H -4.146 -2.509 -3.062
C -3.111 -1.720 -1.356
O -4.064 -1.138 -0.897
N -1.939 -1.931 -0.704
C -1.639 -1.510 0.575
N -0.397 -1.590 0.999
O -0.390 -1.140 2.277
C -1.632 -0.777 2.633
C -2.484 -0.991 1.587
H -3.536 -0.816 1.523
C -1.848 -0.256 4.001
H -2.872 0.088 4.105
H -1.163 0.568 4.190
H -1.652 -1.036 4.735
H -1.151 -2.316 -1.226
H -2.516 -3.225 -2.830
S 0.310 -0.114 -4.528
H 3.180 -0.002 -4.363
H 2.970 -1.775 -1.134
C 1.874 0.041 -0.690
H 1.598 0.779 -1.454
H 1.049 -0.663 -0.543
H -0.294 1.181 -0.435
H -3.236 2.832 1.079
H -2.356 3.057 -0.433
H -2.833 1.439 0.070
*
```

## Properties
LUMO energy: -0.14 eV
HOMO energy: -8.271 eV
F_max: 0.035 hartree/bohr
Orbital gap: 8.135 eV
SMILES string: Cc1cccc(N2C[C@@H](C(=O)Nc3nnc(SCC(=O)Nc4cc(C)on4)s3)CC2=O)c1